{
  "formula": "C3H7NO2",
  "method": "ωB97M-V/def2-TZVPD",
  "homo_energy_ev": -10.4,
  "total_energy_ha": -323.7747,
  "total_charge": 0,
  "de_lowest_kcal_mol": 3.95,
  "orbital_gap_ev": 11.339,
  "smiles": "CCOC(N)=O",
  "elements": ["C", "C", "O", "C", "N", "O", "H", "H", "H", "H", "H", "H", "H"],
  "positions_angstrom": [[-1.938, 0.385, 0.203], [-0.876, -0.315, -0.619], [0.375, 0.356, -0.403], [1.397, -0.416, 0.026], [2.505, 0.345, 0.263], [1.355, -1.620, 0.160], [-2.055, 1.425, -0.113], [-1.657, 0.374, 1.261], [-2.902, -0.124, 0.099], [-0.764, -1.364, -0.336], [-1.089, -0.263, -1.692], [3.243, -0.122, 0.765], [2.406, 1.339, 0.386]],
  "forces_ev_per_a": [[-0.024, 0.035, 0.031], [-0.211, -0.105, -0.057], [0.157, -0.089, 0.057], [0.079, -0.248, 0.064], [0.016, -0.028, 0.082], [0.031, 0.382, -0.039], [-0.001, -0.131, 0.054], [-0.070, -0.009, -0.132], [0.137, 0.069, -0.022], [-0.026, 0.162, -0.044], [0.022, 0.018, 0.146], [-0.063, 0.076, -0.074], [-0.047, -0.131, -0.066]]
}

=====

{
  "formula": "C3H4O2",
  "method": "ωB97M-V/def2-TZVPD",
  "homo_energy_ev": -9.9,
  "total_energy_ha": -267.1555,
  "total_charge": 0,
  "de_lowest_kcal_mol": 23.39,
  "orbital_gap_ev": 10.638,
  "smiles": "O=CCC=O",
  "elements": ["O", "C", "C", "C", "O", "H", "H", "H", "H"],
  "positions_angstrom": [[1.018, -0.929, 1.394], [0.631, -1.302, 0.282], [-0.193, -0.412, -0.615], [-0.498, 0.972, -0.095], [-0.908, 1.792, -0.880], [0.885, -2.339, -0.154], [0.222, -0.391, -1.614], [-1.203, -0.862, -0.762], [-0.410, 1.138, 0.982]],
  "forces_ev_per_a": [[-0.721, -1.156, -2.410], [0.758, 0.268, 1.630], [-0.615, -0.691, 0.495], [-0.213, -0.102, -1.095], [0.172, 0.222, 0.612], [-0.193, 1.130, 0.713], [0.205, 0.191, -0.263], [0.546, -0.057, 0.142], [0.062, 0.197, 0.177]]
}

=====

{
  "formula": "C32H80N8O4",
  "method": "ωB97M-V/def2-TZVPD",
  "homo_energy_ev": -8.2,
  "total_energy_ha": -2006.2827,
  "total_charge": 0,
  "de_lowest_kcal_mol": 0.00,
  "orbital_gap_ev": 8.594,
  "smiles": "CCN(CC)CC.CCN(CC)CC.CCN(CC)CC.CCN(CC)CC.CC(N)=O.CC(N)=O.CC(N)=O.CC(N)=O",
  "elements": ["C", "C", "N", "C", "C", "C", "C", "H", "H", "H", "H", "H", "H", "H", "H", "H", "H", "H", "H", "H", "H", "H", "C", "C", "N", "C", "C", "C", "C", "H", "H", "H", "H", "H", "H", "H", "H", "H", "H", "H", "H", "H", "H", "H", "C", "C", "N", "C", "C", "C", "C", "H", "H", "H", "H", "H", "H", "H", "H", "H", "H", "H", "H", "H", "H", "H", "C", "C", "N", "C", "C", "C", "C", "H", "H", "H", "H", "H", "H", "H", "H", "H", "H", "H", "H", "H", "H", "H", "C", "C", "N", "O", "H", "H", "H", "H", "H", "C", "C", "N", "O", "H", "H", "H", "H", "H", "C", "C", "N", "O", "H", "H", "H", "H", "H", "C", "C", "N", "O", "H", "H", "H", "H", "H"],
  "positions_angstrom": [[0.255, -2.883, 2.588], [-1.122, -2.955, 1.946], [-1.685, -4.306, 1.895], [-2.938, -4.320, 1.175], [-4.021, -3.458, 1.804], [-0.734, -5.283, 1.338], [-0.201, -5.016, -0.069], [1.004, -3.320, 1.926], [0.270, -3.383, 3.557], [0.546, -1.852, 2.785], [-1.778, -2.288, 2.505], [-1.071, -2.590, 0.903], [-2.892, -4.076, 0.092], [-3.288, -5.361, 1.152], [-5.005, -3.724, 1.427], [-4.012, -3.604, 2.890], [-3.762, -2.404, 1.694], [-1.290, -6.225, 1.349], [0.067, -5.400, 2.067], [0.423, -4.126, -0.127], [-0.992, -5.019, -0.814], [0.451, -5.866, -0.297], [-1.873, 0.262, 0.459], [-0.434, 0.211, -0.038], [0.426, 1.321, 0.386], [0.809, 1.203, 1.781], [2.105, 1.887, 2.141], [-0.164, 2.631, 0.150], [-0.503, 2.909, -1.303], [-2.367, -0.683, 0.212], [-2.503, 1.038, 0.014], [-1.955, 0.387, 1.540], [-0.036, -0.711, 0.389], [-0.392, 0.116, -1.123], [0.940, 0.148, 2.040], [-0.006, 1.512, 2.459], [2.949, 1.396, 1.652], [2.277, 1.889, 3.214], [2.184, 2.919, 1.786], [-1.052, 2.813, 0.782], [0.556, 3.377, 0.498], [-1.163, 3.769, -1.408], [0.379, 3.054, -1.931], [-0.986, 2.056, -1.788], [1.907, -0.301, -3.425], [2.525, 1.075, -3.606], [3.897, 1.181, -3.128], [4.345, 2.557, -2.946], [3.558, 3.361, -1.935], [4.813, 0.401, -3.959], [6.215, 0.339, -3.419], [2.331, -1.092, -4.040], [0.821, -0.236, -3.525], [2.045, -0.653, -2.396], [2.386, 1.433, -4.641], [1.945, 1.741, -2.967], [5.358, 2.492, -2.534], [4.479, 3.088, -3.906], [3.578, 2.896, -0.948], [4.051, 4.329, -1.808], [2.522, 3.529, -2.217], [4.825, 0.808, -4.988], [4.404, -0.606, -4.031], [6.760, -0.477, -3.894], [6.197, 0.158, -2.343], [6.780, 1.245, -3.640], [-5.871, -0.657, -0.801], [-6.892, -0.668, 0.357], [-8.142, -1.246, -0.076], [-8.944, -1.611, 1.093], [-8.426, -2.887, 1.769], [-8.825, -0.332, -0.979], [-10.145, -0.867, -1.518], [-5.746, 0.320, -1.263], [-6.043, -1.474, -1.500], [-4.866, -0.898, -0.422], [-6.408, -1.116, 1.224], [-6.995, 0.390, 0.679], [-8.932, -0.773, 1.819], [-9.996, -1.672, 0.824], [-7.868, -2.639, 2.671], [-9.236, -3.561, 2.038], [-7.760, -3.390, 1.068], [-8.140, -0.172, -1.814], [-8.964, 0.664, -0.520], [-10.267, -1.927, -1.281], [-10.233, -0.805, -2.601], [-11.004, -0.378, -1.054], [5.350, 3.233, 1.636], [5.529, 2.744, 3.057], [6.819, 2.400, 3.366], [4.615, 2.681, 3.856], [5.237, 2.339, 1.013], [6.162, 3.869, 1.299], [4.407, 3.771, 1.591], [7.467, 2.339, 2.601], [7.163, 2.095, 4.259], [0.825, 4.490, -4.766], [0.373, 5.461, -5.832], [0.711, 6.764, -5.608], [-0.205, 5.103, -6.834], [0.999, 3.537, -5.273], [0.025, 4.200, -4.083], [1.747, 4.793, -4.275], [0.450, 7.433, -6.311], [1.095, 7.059, -4.730], [3.648, -1.679, 1.414], [4.065, -1.296, 0.011], [3.686, -0.061, -0.404], [4.836, -1.993, -0.632], [2.636, -1.366, 1.677], [4.373, -1.250, 2.101], [3.639, -2.766, 1.468], [4.065, 0.336, -1.261], [2.867, 0.364, 0.000], [3.770, -2.332, 5.828], [3.256, -1.163, 5.006], [4.195, -0.245, 4.654], [2.074, -1.014, 4.752], [4.816, -2.516, 5.586], [3.158, -3.213, 5.663], [3.699, -2.083, 6.888], [5.090, -0.171, 5.100], [3.902, 0.520, 4.065]],
  "forces_ev_per_a": [[-0.036, -0.035, -0.139], [0.172, -0.079, -0.274], [0.408, 0.321, -0.044], [-0.852, -0.758, -0.411], [0.735, 0.066, 0.801], [-0.808, 0.136, 0.390], [0.387, -0.764, 0.372], [0.124, -0.060, 0.193], [0.003, -0.117, -0.057], [-0.070, 0.038, -0.044], [-0.196, -0.136, -0.085], [0.068, 0.321, 0.164], [0.450, 0.319, 0.210], [0.039, 0.050, 0.234], [-0.049, 0.310, -0.185], [-0.130, -0.244, -0.074], [-0.497, 0.085, -0.389], [0.187, -0.083, -0.123], [0.177, 0.028, -0.159], [-0.169, 0.164, -0.116], [-0.005, 0.262, -0.060], [0.005, 0.124, -0.179], [-0.771, -0.038, -0.187], [-0.168, 0.052, 0.430], [0.110, -0.165, -0.174], [-0.240, -0.509, 0.751], [0.389, 0.456, -0.370], [0.123, 0.462, 0.032], [0.050, -0.489, -0.576], [0.063, -0.003, 0.047], [0.270, 0.083, -0.103], [0.213, -0.051, 0.041], [0.410, 0.063, -0.217], [-0.079, -0.026, -0.040], [-0.012, -0.031, -0.241], [0.092, 0.284, -0.097], [0.015, -0.191, 0.202], [-0.052, 0.000, 0.031], [-0.316, 0.041, 0.201], [-0.039, -0.282, -0.093], [0.015, -0.020, -0.096], [0.061, 0.054, 0.040], [0.149, 0.253, 0.275], [-0.304, 0.095, 0.258], [0.008, -0.372, 0.742], [-0.348, 0.196, 0.498], [0.066, -0.044, -0.125], [0.754, -0.303, 0.070], [0.061, 0.283, 0.160], [-0.431, 0.181, -0.381], [0.443, -0.072, -0.010], [-0.231, 0.157, -0.343], [0.069, -0.088, -0.486], [0.182, 0.224, -0.018], [0.246, -0.036, -0.033], [-0.129, 0.062, -0.140], [-0.013, -0.013, -0.116], [-0.361, 0.027, -0.006], [-0.116, -0.209, -0.078], [-0.152, 0.044, -0.117], [-0.052, 0.117, 0.000], [-0.001, -0.034, 0.028], [0.033, -0.035, 0.067], [-0.049, -0.056, 0.070], [0.118, -0.041, 0.014], [-0.015, 0.064, 0.158], [1.053, -0.382, 0.728], [1.283, 1.010, -0.863], [-0.502, -0.343, 0.832], [-0.065, 0.619, 0.420], [-0.036, 0.330, -0.177], [0.319, 0.161, -0.439], [-0.419, -0.489, 0.293], [-0.353, -0.118, -0.389], [-0.408, 0.290, -0.276], [-0.161, 0.167, 0.185], [-0.560, -0.741, -0.058], [-0.418, -0.102, -0.008], [0.062, -0.103, -0.028], [0.042, -0.372, -0.239], [0.066, -0.147, 0.026], [-0.010, -0.030, 0.025], [-0.029, -0.138, 0.074], [-0.031, 0.054, 0.017], [-0.064, -0.090, 0.100], [0.209, -0.009, -0.047], [0.054, 0.287, 0.000], [0.013, 0.121, -0.165], [-0.493, -0.407, 0.210], [0.395, 0.209, 0.476], [0.153, 0.033, -0.701], [0.141, -0.059, 0.033], [0.185, 0.168, -0.200], [0.118, -0.099, -0.091], [0.034, 0.077, -0.013], [0.136, 0.076, 0.071], [-0.513, -0.018, 0.162], [-0.094, -0.960, -0.485], [0.192, 0.086, 0.245], [-0.101, -0.263, -0.104], [-0.124, 0.033, -0.110], [0.287, 0.173, -0.144], [0.017, 0.622, 0.275], [-0.163, 0.067, 0.286], [-0.028, 0.134, 0.112], [0.025, 0.097, -0.069], [-0.651, -0.502, -0.497], [0.714, 0.193, 0.038], [-0.037, -0.018, 0.385], [-0.133, 0.061, -0.001], [0.131, 0.342, 0.044], [-0.036, -0.064, 0.158], [0.301, 0.011, 0.173], [-0.441, -0.221, -0.250], [-0.022, 0.147, -0.101], [0.147, 0.333, -0.065], [-0.174, 0.099, 0.833], [-0.167, -0.029, -0.498], [0.166, -0.191, -0.451], [-0.033, -0.241, 0.067], [0.006, -0.017, -0.153], [-0.010, 0.073, -0.022], [0.016, -0.211, -0.044], [0.007, 0.254, 0.326]]
}

=====

{
  "formula": "C3H4FNO2",
  "method": "ωB97M-V/def2-TZVPD",
  "homo_energy_ev": -9.9,
  "total_energy_ha": -421.6004,
  "total_charge": 0,
  "de_lowest_kcal_mol": 139.76,
  "orbital_gap_ev": 8.634,
  "elements": ["C", "C", "C", "H", "H", "H", "H", "N", "O", "O", "F"],
  "positions_angstrom": [[1.123, -0.117, -0.133], [-0.030, -0.279, -0.776], [-1.309, -0.086, 0.013], [2.324, 1.477, 1.205], [0.492, 1.205, 1.630], [2.278, -0.361, -0.437], [-1.965, -0.933, -1.270], [1.121, 0.223, 1.189], [-2.454, -0.737, -0.458], [-1.350, 0.674, 1.020], [-0.229, -1.067, -1.983]],
  "forces_ev_per_a": [[3.257, -0.315, -0.714], [-1.971, -1.827, -0.864], [-1.388, 2.741, 3.013], [-2.413, -3.286, 0.061], [1.560, -4.513, -2.445], [-3.510, 0.248, -0.106], [-1.454, -1.344, -1.242], [2.262, 7.980, 3.281], [3.420, 1.471, 0.273], [-0.423, -2.817, -3.360], [0.660, 1.663, 2.104]]
}

=====

{
  "formula": "C4H8O3S",
  "method": "ωB97M-V/def2-TZVPD",
  "homo_energy_ev": -10.2,
  "total_energy_ha": -781.0138,
  "total_charge": 0,
  "de_lowest_kcal_mol": 74.96,
  "orbital_gap_ev": 10.862,
  "smiles": "CS(=O)(=O)C1(O)CC1",
  "elements": ["C", "S", "O", "O", "C", "O", "C", "C", "H", "H", "H", "H", "H", "H", "H", "H"],
  "positions_angstrom": [[-1.638, -1.146, -1.220], [-1.163, 0.073, 0.146], [-1.451, 1.392, -0.385], [-1.785, -0.392, 1.356], [0.642, 0.106, 0.518], [0.860, -1.069, 1.358], [1.656, 0.594, -0.434], [1.370, 1.429, 0.811], [-0.687, -1.213, -1.884], [-1.928, -2.156, -0.909], [-2.567, -0.842, -1.653], [-0.100, -1.207, 1.779], [1.030, 0.818, -1.344], [2.591, 0.100, -0.561], [2.126, 1.146, 1.648], [1.042, 2.368, 0.774]],
  "forces_ev_per_a": [[2.640, -0.366, 0.299], [-0.045, 0.809, -1.792], [-0.067, -0.684, 0.148], [-0.133, -0.216, 0.525], [-0.536, -1.962, 1.864], [-2.676, 1.262, -0.045], [-2.100, 0.365, -0.957], [2.628, -5.589, 1.145], [-2.043, 0.257, 0.707], [0.807, 0.180, 0.783], [-0.094, 1.204, -0.682], [2.900, 0.347, -0.817], [1.472, 0.461, 0.597], [0.356, -0.374, -0.107], [-1.391, 0.904, -1.514], [-1.717, 3.403, -0.153]]
}

=====

{
  "formula": "C4H9NS",
  "method": "ωB97M-V/def2-TZVPD",
  "homo_energy_ev": -7.0,
  "total_energy_ha": -610.4804,
  "total_charge": 0,
  "de_lowest_kcal_mol": 171.48,
  "orbital_gap_ev": 7.819,
  "elements": ["C", "C", "C", "C", "N", "S", "H", "H", "H", "H", "H", "H", "H", "H", "H"],
  "positions_angstrom": [[0.689, -0.944, 0.545], [1.944, 0.548, -0.616], [-0.439, 1.546, 0.334], [-1.870, -0.833, -0.497], [1.948, -0.366, 0.313], [-0.235, -0.013, -0.686], [0.652, -2.309, 0.213], [2.849, 1.054, -0.605], [-1.254, 1.971, -0.001], [-0.668, 1.155, 1.280], [0.406, 2.032, 0.102], [-2.040, -1.460, 0.438], [-2.622, -0.198, -0.381], [-2.126, -1.524, -1.324], [2.767, -0.660, 0.884]],
  "forces_ev_per_a": [[-1.231, -4.535, -0.172], [-0.079, -0.651, 0.995], [0.096, -4.834, -0.130], [1.880, -4.048, 1.454], [1.113, -0.296, -0.881], [-0.937, -0.307, -0.182], [0.173, 4.153, 0.800], [2.147, 1.248, -0.250], [-4.151, 2.536, -1.971], [0.547, -0.173, 1.630], [2.878, 2.012, 0.015], [0.973, 0.577, -0.868], [-3.109, 3.376, -0.082], [0.629, 0.630, 0.106], [-0.930, 0.314, -0.464]]
}

=====

Which formula does entry 4 have?
C3H4FNO2